Run 1
A 2-piece molecular cluster, CH3O2 overall, computed with ωB97M-V/def2-TZVPD.

Each line ends with the natural charge from an NBO analysis.
Geometry (Å):
O -1.26340 -1.42315 1.26150  -1.346
H -0.40842 -1.64686 0.73094  0.365
O 0.69172 1.15284 -1.61883  -0.575
C 0.43785 0.74737 -0.48938  0.267
H -0.59160 0.37638 -0.31336  0.186
H 1.13385 0.79342 0.42914  0.103

Calculated values
molar mass: 47.03 g/mol
LUMO level: 4.18 eV
E_HOMO: -2.37 eV
charge: -1

=====

Run 2
An isolated ion of composition CH3O2 and charge -1, computed with ωB97M-V/def2-TZVPD.

Each line ends with the natural charge from an NBO analysis.
Geometry (Å):
O -0.99541 -1.00467 0.21769  -0.929
C -0.37257 0.13937 -0.20143  0.245
O 1.04402 0.25350 0.52428  -0.880
H -0.16650 0.11676 -1.24404  0.064
H -0.67729 1.22078 0.03479  0.051
H 1.16775 -0.72573 0.66870  0.450

Calculated values
molar mass: 47.03 g/mol
SMILES: [O-]CO
LUMO level: 5.02 eV
E_HOMO: -2.66 eV
charge: -1

=====

Run 3
An isolated ion of composition CH3O2 and charge -1, computed with ωB97M-V/def2-TZVPD.

Each line ends with the natural charge from an NBO analysis.
Geometry (Å):
O -1.06115 -0.39534 0.46634  -0.877
C -0.04029 0.37995 0.41943  0.273
O 0.91324 0.03525 -0.83464  -0.926
H -0.07432 1.44603 0.10102  0.060
H 0.68879 0.18501 1.25985  0.037
H 0.92610 -0.90916 -1.04148  0.433

Calculated values
molar mass: 47.03 g/mol
SMILES: [O-]CO
LUMO level: 5.04 eV
E_HOMO: -2.60 eV
charge: -1

=====

Which of them is the most stable, and which is the least stable? run 3 and run 1, in that order.

=====

Run 1
C5H6N2O2 in the gas phase, computed with ωB97M-V/def2-TZVPD.

Each line ends with the natural charge from an NBO analysis.
Geometry (Å):
N -1.67863 0.81117 -0.80417  -0.782
C -0.90649 0.17967 0.10198  0.145
C -1.13608 0.30934 1.44332  0.255
N -0.42579 0.81051 2.36761  -0.554
C 0.60019 1.65262 1.93101  0.526
O 1.15853 1.51617 0.90343  -0.530
C -0.18918 -1.07682 -0.33863  -0.547
C 1.24221 -0.86383 -0.79251  0.472
O 1.64391 -0.14492 -1.62557  -0.495
H -1.56473 1.87875 -0.76406  0.403
H -1.77738 0.40366 -1.78480  0.396
H 0.89863 2.24255 2.75500  0.125
H -0.17821 -1.81259 0.59181  0.248
H -0.56312 -1.54262 -1.23686  0.244
H 1.86206 -1.70872 -0.44336  0.093

Calculated values
molar mass: 126.11 g/mol
SMILES: NC(=C=NC=O)CC=O
LUMO level: 0.12 eV
E_HOMO: -8.31 eV

=====

Run 2
C5H6N2O2 in the gas phase, computed with ωB97M-V/def2-TZVPD.

Each line ends with the natural charge from an NBO analysis.
Geometry (Å):
O 2.19940 -1.20309 -0.36515  -0.549
N 1.48823 -0.26940 0.40331  -0.178
C 1.52598 1.03773 -0.17414  0.247
N 0.47039 1.72291 -0.17197  -0.411
C -0.53213 0.85353 0.47511  -0.138
C -1.84371 0.50329 -0.28973  -0.065
O -2.04219 -0.91770 -0.13348  -0.500
C -0.77031 -1.44356 0.07926  0.094
C 0.11260 -0.50960 0.49096  0.021
H 2.72983 -1.63865 0.34335  0.479
H 2.47468 1.34163 -0.62548  0.200
H -0.71050 1.24747 1.46892  0.206
H -1.69555 0.74780 -1.33038  0.186
H -2.78369 0.99629 0.04309  0.199
H -0.62303 -2.46867 -0.21366  0.210

Calculated values
molar mass: 126.11 g/mol
SMILES: ON1C=N[C@H]2COC=C21
LUMO level: 0.72 eV
E_HOMO: -8.21 eV

=====

Run 3
C5H6N2O2 as an isolated structure, computed with ωB97M-V/def2-TZVPD.

Each line ends with the natural charge from an NBO analysis.
Geometry (Å):
C 0.79414 0.29525 -0.29771  0.064
C -0.07604 1.22063 0.03003  -0.250
C -1.49193 0.95445 0.06146  0.000
C -1.21652 -1.31121 -0.31524  -0.022
C 0.12908 -0.96872 -0.07856  -0.186
H 2.49904 -0.29110 1.57929  0.459
H 2.90044 1.26784 -1.05780  0.405
H -0.08018 2.24004 0.44530  0.239
H -2.30262 1.72605 0.62342  0.249
H -1.94333 -2.25729 -0.58883  0.285
H 0.95940 -1.72830 -0.34244  0.251
N 2.18571 0.19489 -0.73820  -0.333
N -1.92716 -0.24257 -0.02889  0.039
O 2.76637 -0.75227 0.60718  -0.623
O -3.19641 -0.34769 0.10098  -0.578

Calculated values
molar mass: 126.11 g/mol
LUMO level: -0.71 eV
E_HOMO: -8.36 eV

=====

Run 4
C5H6N2O2 in the gas phase, computed with ωB97M-V/def2-TZVPD.

Each line ends with the natural charge from an NBO analysis.
Geometry (Å):
C -0.21532 1.72282 -0.01936  -0.622
C -0.38128 0.27694 0.02688  -0.045
C 0.71730 -0.58831 0.00630  -0.110
N 0.27861 -1.91133 0.02787  -0.453
C -1.03315 -2.06331 0.06440  -0.002
C -1.53660 -0.50318 0.00803  -0.038
N -2.83549 0.00046 -0.01008  0.503
O -3.76466 -0.78614 -0.02160  -0.391
O -2.96226 1.22894 0.06702  -0.419
H 0.57128 1.93587 0.71194  0.224
H 0.27922 2.01798 -1.07503  0.216
H -1.00857 2.34848 -0.05068  0.254
H 1.79351 -0.50782 0.12020  0.219
H 0.77811 -2.76746 0.16469  0.424
H -1.71138 -2.84844 -0.14251  0.240

Calculated values
molar mass: 126.11 g/mol
SMILES: Cc1c[nH]cc1[N+](=O)[O-]
LUMO level (spin up / spin down): -0.07 / -0.07 eV
E_HOMO (spin up / spin down): -8.60 / -8.60 eV

=====

Which of them is the most stable, and which is the least stable? run 2 and run 3, in that order.